Entry from OMol25: C34H38BF4N5O2OsP as an isolated structure (ωB97M-V/def2-TZVPD).

Geometry as XYZ:
```
86
Properties=species:S:1:pos:R:3
Os 0.2291 -0.1354 0.8257
C -1.2486 6.6541 -3.0491
O -2.5233 6.2333 -3.4987
C -3.2546 5.4388 -2.6804
C -4.5378 5.1339 -3.1171
C -5.3695 4.3721 -2.3279
C -4.9468 3.8592 -1.1042
C -3.6499 4.1534 -0.6774
C -2.8097 4.9466 -1.4557
N -6.0222 3.1896 -0.3931
N -5.8814 2.4754 0.6111
C -4.5999 2.0375 1.0455
C -4.0778 2.4493 2.2410
C -2.7309 2.1849 2.5708
C -1.9434 1.4425 1.7297
O -0.6187 1.3114 1.8515
C -2.5576 0.7874 0.6527
N -1.7975 -0.1400 -0.0150
C -2.3016 -0.6941 -1.0956
C -3.5894 -0.4053 -1.5760
C -4.3751 0.4832 -0.8971
C -3.8701 1.1134 0.2572
H -0.8613 7.3164 -3.8161
H -0.5726 5.8028 -2.9298
H -1.3195 7.1952 -2.1031
H -4.8713 5.5375 -4.0660
H -6.3838 4.1585 -2.6448
H -3.2844 3.8256 0.2827
H -1.8222 5.1867 -1.0848
H -4.6831 3.0728 2.8881
H -2.2846 2.5897 3.4724
H -1.6900 -1.4227 -1.6026
H -3.9494 -0.9080 -2.4631
H -5.3830 0.6977 -1.2311
C 2.0905 -2.2539 -1.4525
N 2.2281 -1.3232 -0.2434
C 2.8682 -0.1326 -0.8165
C 2.1221 0.8988 -1.1688
C 2.4086 2.0669 -1.9972
C 1.2671 2.7665 -2.0423
C 0.2710 2.0713 -1.2237
N 0.7719 0.9889 -0.7103
C 1.4005 -3.5676 -1.2216
C 2.1281 -4.7395 -1.0445
C 1.4770 -5.9550 -0.8796
C 0.0900 -6.0051 -0.9003
C -0.6433 -4.8410 -1.1028
C 0.0145 -3.6337 -1.2670
H 3.0873 -2.4327 -1.8626
H 1.5379 -1.6615 -2.1767
H 3.8547 -0.2640 -1.2547
H 3.3441 2.2788 -2.4922
H 1.0935 3.6795 -2.5923
H -0.7499 2.3680 -1.0154
H 3.2128 -4.7192 -1.0597
H 2.0520 -6.8628 -0.7488
H -0.4208 -6.9514 -0.7765
H -1.7245 -4.8812 -1.1442
H -0.5422 -2.7248 -1.4333
C 5.6622 -3.1949 1.3695
C 4.7181 -2.5876 0.3186
P 3.1843 -1.9763 1.0519
C 3.7840 -0.6937 2.1851
C 2.9740 0.5484 2.5508
C 2.4491 -3.4205 1.8641
C 0.9565 -3.7829 1.7289
H 6.5360 -3.6125 0.8729
H 5.1858 -3.9991 1.9290
H 6.0104 -2.4460 2.0814
H 4.4617 -3.3296 -0.4358
H 5.2054 -1.7510 -0.1871
H 4.7366 -0.3870 1.7455
H 4.0023 -1.2489 3.0988
H 2.6905 1.1337 1.6795
H 3.6090 1.1962 3.1584
H 2.1124 0.3177 3.1677
H 2.6941 -3.2553 2.9128
H 3.0568 -4.2521 1.5053
H 0.5180 -3.9054 2.7145
H 0.8530 -4.7140 1.1749
H 0.3731 -3.0334 1.2100
F -0.6595 -2.1397 4.6757
B 0.1070 -1.1372 4.1614
F -0.2099 -1.1322 2.6565
F -0.1588 0.1231 4.6192
F 1.4902 -1.4325 4.2176
```

Multiplicity: 1
LUMO (alpha / beta): -4.3 / -4.3 eV
Total charge: +1

Atom charges from the Mulliken analysis, given in e for atoms 1 to 6: Os 2.73; C -0.44; O -0.44; C 0.84; C -0.78; C -0.19



Entry from OMol25: a 8-piece molecular cluster, C42H77ClN14 overall (ωB97M-V/def2-TZVPD).

Geometry as XYZ:
```
134
Properties=species:S:1:pos:R:3
C 0.3845 -6.3387 -4.6960
C 1.0629 -5.1802 -5.5456
N 1.4465 -3.9854 -4.8614
C 2.6262 -3.3759 -5.0114
C 2.5183 -2.1028 -4.4100
N 1.2946 -2.0681 -3.7946
C 0.6577 -3.2380 -4.0889
C 0.7075 -0.9461 -3.1336
H -0.6378 -6.0606 -4.4397
H 0.9789 -6.4547 -3.7897
H 0.3070 -7.3041 -5.1962
H 0.5038 -4.8688 -6.4279
H 1.8400 -5.7497 -6.0553
H 3.4109 -3.7100 -5.6739
H 3.1857 -1.2537 -4.4001
H -0.3721 -3.4271 -3.8241
H -0.2639 -0.6578 -3.5353
H 1.3603 -0.0856 -3.2804
H 0.6546 -1.3002 -2.1041
C 0.7712 -0.1979 5.2058
C 1.7054 -0.5488 4.0203
N 2.8453 0.3977 3.9656
C 3.0676 1.2041 2.8877
C 4.2887 1.8924 3.0480
N 4.7809 1.4938 4.2514
C 3.9428 0.5117 4.7810
C 6.0833 1.7905 4.7355
H 1.3377 -0.2992 6.1315
H -0.0271 -0.9400 5.2138
H 0.3465 0.8056 5.2331
H 1.1929 -0.6005 3.0597
H 2.0942 -1.5581 4.1562
H 2.3525 1.2216 2.0786
H 4.8608 2.5737 2.4356
H 4.2147 -0.0866 5.6381
H 6.7827 2.2026 4.0081
H 6.4978 0.9186 5.2416
H 5.9397 2.4672 5.5779
C -1.6948 2.5124 -4.6191
C -1.6426 2.8247 -3.1223
N -0.4781 3.5505 -2.6289
C -0.2638 4.9405 -2.5955
C 0.9103 5.1801 -1.9116
N 1.4744 3.9318 -1.5761
C 0.6180 2.9845 -2.0037
C 2.7796 3.7525 -0.8846
H -2.5498 1.8712 -4.8334
H -0.7769 2.0044 -4.9150
H -1.8852 3.3760 -5.2564
H -1.6229 1.7925 -2.7727
H -2.5388 3.2374 -2.6589
H -0.9780 5.5823 -3.0898
H 1.2937 6.1401 -1.5990
H 0.7646 1.9265 -1.8435
H 3.1135 4.7292 -0.5344
H 3.4913 3.2330 -1.5262
H 2.7006 3.0976 -0.0169
C 0.0172 3.0088 2.9777
C -0.9137 3.5133 1.8076
N -1.0509 4.9261 1.7534
C 0.0068 5.8516 1.6693
C -0.5304 7.0926 1.6307
N -1.8667 6.9713 1.6677
C -2.2077 5.6304 1.6603
C -2.7552 8.1026 1.4244
H 0.0647 1.9220 2.9100
H -0.1691 3.3349 4.0010
H 1.0631 3.2727 2.8211
H -1.9575 3.2199 1.9200
H -0.5289 3.1625 0.8500
H 1.0171 5.4817 1.5749
H -0.0563 8.0563 1.5169
H -3.2062 5.2424 1.5232
H -3.8030 7.8058 1.3783
H -2.4116 8.5953 0.5148
H -2.6580 8.8173 2.2416
C 6.3139 -0.8795 -0.0647
C 5.2094 -0.4087 -1.0460
N 4.2818 -1.5224 -1.2620
C 4.6317 -2.7547 -1.7086
C 3.5835 -3.7359 -1.6099
N 2.6475 -3.0947 -0.7731
C 3.1144 -1.7829 -0.5328
C 1.4983 -3.7417 -0.1251
H 6.0763 -0.9828 0.9941
H 7.1075 -0.1349 -0.1278
H 6.7580 -1.8446 -0.3088
H 5.6397 -0.1211 -2.0053
H 4.6750 0.5002 -0.7695
H 5.5613 -2.7866 -2.2575
H 3.4481 -4.7771 -1.8629
H 2.6536 -1.1708 0.2284
H 1.8057 -4.7579 0.1217
H 0.6026 -3.6997 -0.7447
H 1.3357 -3.2250 0.8208
C -6.1800 -4.4161 -3.2803
C -6.9126 -3.3725 -2.3413
N -6.0096 -2.3291 -1.7454
C -6.3936 -1.1849 -1.1391
C -5.2416 -0.4237 -0.8447
N -4.1618 -1.0781 -1.2490
C -4.6236 -2.2730 -1.8185
C -2.7762 -0.6619 -0.9517
H -5.8032 -4.0522 -4.2362
H -6.8120 -5.2905 -3.4359
H -5.2039 -4.7212 -2.9031
H -7.4128 -3.9498 -1.5637
H -7.6831 -2.9372 -2.9776
H -7.4379 -1.0192 -0.9192
H -4.9944 0.5587 -0.4702
H -4.0353 -2.9613 -2.4071
H -2.2808 -1.5503 -0.5600
H -2.7529 -0.0104 -0.0782
H -2.2810 -0.3606 -1.8748
C -3.8743 0.7146 3.3840
C -2.4690 0.1704 3.3140
N -2.3995 -1.2535 3.3773
C -2.7942 -2.0453 4.4576
C -2.4706 -3.3631 4.1839
N -1.7133 -3.3412 3.0715
C -1.6166 -2.0417 2.6227
C -0.9218 -4.3812 2.4628
H -4.4400 0.4165 4.2667
H -4.4344 0.5899 2.4572
H -3.8457 1.7760 3.6300
H -1.9029 0.5824 4.1494
H -1.9216 0.4192 2.4049
H -3.2246 -1.5175 5.2958
H -2.4873 -4.2229 4.8373
H -0.9408 -1.6131 1.8975
H -1.4321 -4.7443 1.5708
H -0.8379 -5.2924 3.0550
H 0.1130 -4.0966 2.2725
Cl 0.1545 0.3817 0.2621
```

Multiplicity: 1
LUMO: -12.4 eV
Total charge: +6

Atom charges from the Mulliken analysis, given in e for atoms 1 to 6: C -1.03; C -0.57; N 0.21; C -0.72; C -0.29; N 0.49



Entry from OMol25: a 2-piece molecular cluster, CH4NO overall (ωB97M-V/def2-TZVPD).

Geometry as XYZ:
```
7
Properties=species:S:1:pos:R:3
N -0.5203 0.4821 -1.0694
C -0.6970 0.9193 0.1041
O 0.9525 -1.1240 0.7098
H 0.2123 -0.2813 -1.1061
H 1.5563 -1.7464 0.9467
H -1.2806 1.8423 0.3384
H -0.2844 0.2865 1.0037
```

Multiplicity: 1
LUMO: 4.9 eV
Total charge: -1

Atom charges from the Mulliken analysis, given in e for atoms 1 to 6: N -0.70; C -0.19; O -1.06; H 0.38; H 0.11; H 0.24



Entry from OMol25: C24H38N7S2Tc as an isolated structure (ωB97M-V/def2-TZVPD).

Geometry as XYZ:
```
72
Properties=species:S:1:pos:R:3
Tc 0.0973 -0.2139 0.4485
N 0.3472 -1.4730 2.5146
C -0.8104 -1.8144 3.3491
C -1.9970 -2.1663 2.4589
N -2.2867 -1.0420 1.5758
C -2.9043 0.0994 2.2617
C -1.9116 1.2511 2.4225
N -1.2779 1.5034 1.1301
H 1.0263 -0.9768 3.1050
H 0.8045 -2.3359 2.2289
H -0.6008 -2.6482 4.0274
H -1.0586 -0.9481 3.9646
H -1.7483 -3.0314 1.8391
H -2.8588 -2.4267 3.0912
H -2.8912 -1.3518 0.8239
H -3.7489 0.4567 1.6660
H -3.2887 -0.1868 3.2468
H -2.4389 2.1329 2.7985
H -1.1209 1.0063 3.1329
H -1.9864 1.7709 0.4485
H -0.6562 2.3056 1.2282
C 1.1230 3.2486 5.6454
S 1.0428 3.4212 3.8502
C 1.5897 1.8340 3.3132
S 2.1413 0.6425 4.3725
N 1.3953 1.6904 2.0258
N 1.6948 0.6236 1.3249
C 2.8594 0.0360 1.2330
C 2.8935 -1.0715 0.3380
C 4.0561 -1.7775 0.0061
C 4.0015 -2.7511 -0.9654
C 2.7817 -2.9902 -1.6018
C 1.6659 -2.2876 -1.2068
N 1.6854 -1.3705 -0.2298
H 2.1468 3.0475 5.9442
H 0.4661 2.4454 5.9654
H 0.7904 4.1953 6.0599
H 3.7367 0.4049 1.7465
H 4.9825 -1.5243 0.5005
H 4.8855 -3.3042 -1.2424
H 2.7136 -3.7082 -2.4022
H 0.7143 -2.4344 -1.6959
C 2.5085 1.5531 -2.2315
C 1.2095 2.2074 -2.7071
C 0.5772 3.0197 -1.5759
C 0.2815 1.1912 -3.3281
C 0.2377 1.1270 -4.7064
C -0.5917 0.2466 -5.3804
C -1.4615 -0.5471 -4.6474
C -1.4742 -0.5281 -3.2696
C -2.5564 -1.3137 -2.5593
C -2.0237 -2.4760 -1.7180
C -3.4227 -0.3650 -1.7245
C -0.5209 0.2830 -2.5549
N -0.3979 0.1819 -1.2501
H 3.1944 2.3195 -1.8790
H 2.9796 1.0048 -3.0432
H 2.3055 0.8626 -1.4169
H 1.4665 2.9076 -3.5070
H 0.5356 2.4290 -0.6653
H -0.4266 3.3417 -1.8454
H 1.1835 3.9014 -1.3823
H 0.8693 1.7966 -5.2724
H -0.5841 0.1984 -6.4579
H -2.1578 -1.1887 -5.1693
H -3.1927 -1.7477 -3.3373
H -1.4249 -2.1046 -0.8812
H -1.4108 -3.1348 -2.3316
H -2.8542 -3.0616 -1.3262
H -2.8143 0.1144 -0.9584
H -4.2424 -0.9056 -1.2529
H -3.8485 0.4060 -2.3641
```

Multiplicity: 2
LUMO (alpha / beta): -4.0 / -4.1 eV
Total charge: +1
<S²>: 1.1279

Atom charges from the Mulliken analysis, given in e for atoms 1 to 6: Tc 0.26; N -0.19; C -0.68; C -0.82; N 0.14; C -1.11



Entry from OMol25: an isolated ion of composition C5H11N2S and charge +1 (ωB97M-V/def2-TZVPD).

Geometry as XYZ:
```
19
Properties=species:S:1:pos:R:3
C 1.1588 1.8750 1.7152
C -0.2320 1.5527 1.8732
C -0.9745 -0.1378 0.1511
C -0.5460 -0.4521 -2.2142
C 1.0403 -1.3030 -0.5795
N -0.4945 0.2019 1.4549
N 0.0178 -0.3346 -0.8907
S 2.6356 1.6686 1.4144
H -0.5034 1.6735 2.9334
H -0.8598 2.2534 1.3091
H -1.5598 -1.0654 0.3004
H -1.6590 0.6469 -0.1827
H -1.2305 0.3746 -2.3978
H 0.2605 -0.4017 -2.9431
H -1.0874 -1.3946 -2.3561
H 0.6278 -2.2763 -0.2862
H 1.6773 -1.4471 -1.4494
H 1.6625 -0.9310 0.2390
H 0.0662 -0.5031 1.9093
```

Multiplicity: 1
LUMO (alpha / beta): -6.3 / -6.3 eV
Total charge: +1

Atom charges from the Mulliken analysis, given in e for atoms 1 to 6: C 0.45; C -0.34; C -0.85; C -0.95; C -0.93; N -0.17



Entry from OMol25: one molecule with the formula C21H30N4S2 (ωB97M-V/def2-TZVPD).

Geometry as XYZ:
```
57
Properties=species:S:1:pos:R:3
C -4.3499 -4.4440 0.6518
C -3.2954 -3.4066 0.4132
C -3.0136 -2.4381 1.3682
C -2.0234 -1.4998 1.1524
C -1.2869 -1.5075 -0.0299
N -0.3211 -0.5006 -0.1983
C 0.9231 -0.6352 -0.7050
S 1.4713 -2.0595 -1.3619
N 1.7292 0.4623 -0.6464
C 1.4696 1.6207 0.1814
C 0.9418 2.8235 -0.6101
C -0.3971 2.5664 -1.2998
N -1.4537 2.1153 -0.4012
C -2.6343 1.7392 -1.1750
C -3.7539 1.2355 -0.2567
N -4.1228 2.1779 0.7806
C -4.9481 3.2762 0.3259
C -2.9324 2.5825 1.4968
C -1.8190 3.1209 0.5887
C 3.0522 0.4228 -1.2388
C 4.1328 0.2941 -0.2176
C 5.2513 1.0562 -0.0711
C 6.0642 0.6426 1.0082
C 5.5430 -0.4202 1.6700
S 4.0578 -0.9508 0.9852
C -1.5739 -2.4628 -0.9969
C -2.5624 -3.4008 -0.7668
H -4.9144 -4.6372 -0.2582
H -3.8869 -5.3812 0.9623
H -5.0369 -4.1290 1.4337
H -3.5726 -2.4179 2.2929
H -1.8044 -0.7594 1.9095
H -0.6437 0.4330 0.0666
H 0.7767 1.3650 0.9852
H 2.4190 1.9058 0.6491
H 0.8686 3.6761 0.0662
H 1.6635 3.0860 -1.3858
H -0.2579 1.7813 -2.0490
H -0.6991 3.4863 -1.8319
H -2.9960 2.5948 -1.7711
H -2.3557 0.9398 -1.8659
H -3.4223 0.3172 0.2369
H -4.6350 1.0013 -0.8563
H -5.2315 3.8775 1.1891
H -5.8535 2.8657 -0.1194
H -4.4694 3.9354 -0.4120
H -2.5581 1.6999 2.0248
H -3.1996 3.3400 2.2361
H -2.1498 4.0541 0.1007
H -0.9480 3.3518 1.2042
H 3.0716 -0.4417 -1.9128
H 3.2141 1.3348 -1.8231
H 5.4920 1.8830 -0.7162
H 6.9892 1.1207 1.2763
H 5.9401 -0.9343 2.5225
H -1.0239 -2.4747 -1.9227
H -2.7725 -4.1409 -1.5254
```

Multiplicity: 1
LUMO: 0.7 eV
SMILES string: Cc1ccc(NC(=S)N(CCCN2CCN(C)CC2)Cc2cccs2)cc1

Atom charges from the Mulliken analysis, given in e for atoms 1 to 6: C -1.47; C 0.88; C -0.57; C -0.62; C 0.07; N 0.50



Entry from OMol25: one molecule with the formula C5H8O2 (ωB97M-V/def2-TZVPD).

Geometry as XYZ:
```
15
Properties=species:S:1:pos:R:3
C -1.5586 1.7087 0.7528
C -1.6834 0.5410 0.1195
O -0.8542 -0.5269 0.3187
C 0.3445 -0.4423 -0.4605
C 1.5012 0.0068 0.4205
C 0.6217 -1.8448 -0.9578
O 1.0288 -2.0961 -2.0896
H -2.2706 2.5095 0.5849
H -0.7535 1.8859 1.4573
H -2.4937 0.3060 -0.5601
H 0.2315 0.2085 -1.3379
H 2.4709 -0.2267 -0.0305
H 1.4568 1.0880 0.5871
H 1.4536 -0.4679 1.4072
H 0.5052 -2.6497 -0.2116
```

Multiplicity: 1
LUMO: 0.9 eV
SMILES string: C=CO[C@@H](C)C=O

Atom charges from the Mulliken analysis, given in e for atoms 1 to 6: C -0.62; C -0.13; O -0.38; C 0.48; C -1.28; C -0.18



Looking at electronic energy for the records above, in order, we have -70719.087; -78123.482; -4637.993; -59798.811; -19169.338; -49895.028; -9407.937 eV.
Looking at F_max for the records above, in order, we have 0.02830; 0.10875; 0.07832; 0.05916; 0.06267; 0.01532; 0.04259 Eh/bohr.